No. 1
Here is a cluster of 6 separate species, C8H22Cl4N2 in total in a non-equilibrium geometry from the Open Molecules 2025 dataset. Energies are from wB97M-V/def2-TZVPD.

**M**: 288.09 Da
**HOMO-LUMO gap**: 5.82 eV
**Energy above the lowest of the compared OMol25 structures with the same formula, charge and spin**: 6.6 kJ/mol
**LUMO**: 4.047 eV
**Strongest force on any atom**: 2.4 eV/A
**Charge**: -2

Geometry as XYZ:
```
36
Properties=species:S:1:pos:R:3:nbo_charge:R:1
N 12.39 -1.07 -3.98 -0.997
H 12.01 -0.51 -3.20 0.460
H 12.12 -0.46 -4.79 0.470
H 12.02 -2.03 -4.02 0.440
H 13.42 -1.20 -3.95 0.433
C 11.21 -7.00 -0.81 -0.600
C 11.87 -5.69 -1.32 -0.478
C 13.19 -5.38 -0.68 -0.178
N 13.69 -3.99 -1.10 -0.228
C 12.60 -2.93 -1.00 -0.463
C 14.20 -4.05 -2.54 -0.235
C 15.71 -3.77 -2.48 -0.489
C 15.95 -2.99 -1.23 -0.430
C 14.90 -3.49 -0.27 -0.180
H 10.16 -6.83 -0.58 0.218
H 11.71 -7.37 0.09 0.182
H 11.27 -7.78 -1.57 0.208
H 11.20 -4.83 -1.24 0.251
H 11.92 -5.77 -2.41 0.272
H 14.01 -6.08 -0.81 0.204
H 13.06 -5.26 0.40 0.189
H 11.86 -3.12 -1.77 0.273
H 12.92 -1.90 -1.10 0.294
H 12.01 -3.17 -0.11 0.204
H 13.66 -3.33 -3.15 0.272
H 14.05 -4.98 -3.09 0.232
H 15.95 -3.18 -3.36 0.318
H 16.35 -4.66 -2.55 0.178
H 15.97 -1.91 -1.35 0.261
H 16.88 -3.28 -0.75 0.201
H 14.72 -2.88 0.62 0.228
H 15.21 -4.47 0.11 0.170
Cl 15.54 -1.33 -3.99 -0.871
Cl 11.09 -0.07 -1.20 -0.936
Cl 10.98 -3.94 -4.34 -0.929
Cl 11.16 1.09 -6.00 -0.943
```

=====

No. 2
Here is the molecule C3H5NO in a non-equilibrium geometry from the Open Molecules 2025 dataset. Energies are from wB97M-V/def2-TZVPD.

**M**: 71.08 Da
**HOMO-LUMO gap**: 12.01 eV
**Energy above the lowest of the compared OMol25 structures with the same formula, charge and spin**: 154.0 kJ/mol
**LUMO**: 0.733 eV
**Strongest force on any atom**: 3.8 eV/A
**Charge**: 0

Geometry as XYZ:
```
10
Properties=species:S:1:pos:R:3:nbo_charge:R:1
C 0.37 1.02 -1.06 0.231
C 0.18 -0.22 1.07 -0.655
C -0.51 0.20 -0.34 -0.023
N 1.12 1.54 -1.75 -0.283
O -0.72 -1.03 -1.18 -0.670
H 1.26 0.09 1.28 0.236
H -0.48 0.40 1.74 0.225
H 0.10 -1.34 1.45 0.242
H -1.46 0.76 -0.13 0.232
H 0.15 -1.42 -1.07 0.465
```

=====

No. 3
Here is a structure of composition C11H12F6MnNO4S2 from the Open Molecules 2025 dataset. Energies are from wB97M-V/def2-TZVPD.

**M**: 455.28 Da
**HOMO-LUMO gap (alpha / beta)**: 7.03 / 9.05 eV
**Energy above the lowest of the compared OMol25 structures with the same formula, charge and spin**: 0.0 kJ/mol
**LUMO (alpha / beta)**: -11.153 / -9.411 eV
**Strongest force on any atom**: 0.5 eV/A
**Charge**: +2
**Spin multiplicity**: 5

Geometry as XYZ:
```
37
Properties=species:S:1:pos:R:3:nbo_charge:R:1
Mn 0.14 0.07 -0.08 1.627
C 2.87 2.34 0.07 -0.656
C 2.39 0.92 0.16 0.035
C 2.31 0.09 -0.96 -0.260
C 2.00 -1.30 -0.86 0.098
C 2.03 -2.15 -2.08 -0.668
C 1.68 -1.83 0.40 -0.241
C 1.64 -1.02 1.53 0.082
C 1.32 -1.55 2.89 -0.665
C 1.92 0.38 1.37 -0.253
H 3.69 2.40 -0.65 0.270
H 3.23 2.69 1.03 0.264
H 2.08 3.01 -0.27 0.264
H 2.60 0.48 -1.93 0.285
H 1.13 -2.00 -2.68 0.279
H 2.09 -3.21 -1.82 0.268
H 2.88 -1.88 -2.71 0.274
H 1.49 -2.89 0.50 0.277
H 0.27 -1.37 3.14 0.278
H 1.92 -1.05 3.65 0.271
H 1.50 -2.63 2.93 0.269
H 1.89 1.01 2.25 0.285
F -2.18 -0.22 -4.32 -0.268
C -2.70 0.58 -3.43 0.808
F -2.10 1.75 -3.43 -0.281
F -4.00 0.70 -3.58 -0.255
S -2.43 -0.23 -1.76 2.182
O -0.89 -0.11 -1.63 -0.994
O -2.88 -1.57 -1.78 -0.791
N -3.13 0.75 -0.78 -1.164
S -2.58 1.28 0.56 2.232
O -1.36 0.45 1.00 -0.985
O -3.51 1.47 1.59 -0.764
C -1.75 2.89 0.18 0.754
F -1.54 3.55 1.28 -0.254
F -0.53 2.60 -0.39 -0.349
F -2.45 3.57 -0.68 -0.250
```

=====

No. 4
Here is a cluster of 2 separate species, C5H14BrCl3N2OP2 in total from the Open Molecules 2025 dataset. Energies are from wB97M-V/def2-TZVPD.

**M**: 366.39 Da
**HOMO-LUMO gap**: 8.81 eV
**LUMO**: 0.713 eV
**Strongest force on any atom**: 0.2 eV/A
**Charge**: 0

Geometry as XYZ:
```
28
Properties=species:S:1:pos:R:3:nbo_charge:R:1
C 2.69 0.73 0.50 -0.419
N 1.69 1.31 1.37 -0.645
C 0.56 1.93 0.71 -0.485
P -0.81 0.77 0.11 0.437
C -2.12 1.36 1.31 -0.496
N -3.42 0.79 1.06 -0.621
C -4.07 1.32 -0.13 -0.420
P -0.10 -1.10 1.15 0.796
O -1.58 -1.66 1.58 -0.996
Br 0.27 -2.27 -0.77 -0.311
H 2.50 -0.33 0.31 0.195
H 2.74 1.24 -0.48 0.175
H 3.67 0.81 0.96 0.205
H 2.09 1.91 2.07 0.371
H 0.10 2.64 1.40 0.212
H 0.87 2.50 -0.18 0.184
H -1.82 1.17 2.34 0.214
H -2.11 2.46 1.17 0.176
H -4.01 0.93 1.87 0.358
H -4.13 2.42 -0.14 0.158
H -5.08 0.92 -0.21 0.204
H -3.52 1.01 -1.02 0.205
H -1.55 -2.59 1.83 0.499
C 3.47 -3.74 -3.41 -0.287
Cl 4.19 -2.21 -3.95 0.015
Cl 3.76 -4.00 -1.70 0.024
Cl 1.75 -3.79 -3.79 0.026
H 3.95 -4.54 -3.96 0.225
```

=====

No. 5
Here is a structure of composition C18H12AsLuN4O15S in a non-equilibrium geometry from the Open Molecules 2025 dataset. Energies are from wB97M-V/def2-TZVPD.

**M**: 806.26 Da
**HOMO-LUMO gap**: 7.23 eV
**Energy above the lowest of the compared OMol25 structures with the same formula, charge and spin**: 105.2 kJ/mol
**LUMO**: 4.197 eV
**Strongest force on any atom**: 4.7 eV/A
**Charge**: -2

Geometry as XYZ:
```
52
Properties=species:S:1:pos:R:3:nbo_charge:R:1
Lu -0.36 0.70 -0.87 1.876
O 0.90 1.68 -2.88 -1.002
As 2.25 1.46 -1.69 2.397
O 3.54 1.14 -2.65 -1.190
O 1.77 0.29 -0.67 -1.125
C 2.76 3.14 -0.76 -0.395
C 4.05 3.60 -1.00 -0.189
C 4.55 4.67 -0.29 -0.227
C 3.77 5.30 0.67 -0.220
C 2.49 4.83 0.92 -0.225
C 2.00 3.74 0.22 -0.215
S 0.37 3.03 0.53 2.406
O 0.65 1.76 1.18 -0.964
O -0.33 3.99 1.35 -0.967
O -0.16 2.85 -0.83 -0.986
H 1.17 1.17 -3.66 0.514
H 4.63 3.07 -1.76 0.259
H 5.57 5.02 -0.47 0.201
H 4.15 6.14 1.22 0.199
H 1.85 5.28 1.67 0.232
O -4.04 0.08 -2.04 -0.681
C -2.84 -0.19 -2.01 0.799
O -1.89 0.62 -2.26 -0.812
C -2.46 -1.66 -1.73 -0.274
C -3.48 -2.56 -1.57 -0.094
C -3.22 -3.94 -1.40 -0.101
C -1.91 -4.39 -1.39 -0.099
C -0.86 -3.51 -1.58 -0.112
C -1.08 -2.08 -1.74 0.560
O -0.13 -1.27 -1.88 -0.709
N 0.45 -4.06 -1.63 0.535
O 0.63 -5.15 -1.09 -0.445
O 1.31 -3.49 -2.27 -0.363
N -4.28 -4.85 -1.29 0.525
O -4.01 -6.06 -1.22 -0.457
O -5.43 -4.44 -1.28 -0.441
H -4.50 -2.20 -1.60 0.260
H -1.70 -5.44 -1.26 0.256
C 0.84 -1.69 3.86 -0.393
N -0.15 -1.00 3.08 -0.432
C -0.84 0.06 3.56 0.090
C -1.66 0.78 2.77 -0.381
C -1.61 0.51 1.35 0.628
O -2.07 1.30 0.50 -0.692
N -1.01 -0.62 0.91 -0.733
C -0.30 -1.42 1.72 0.790
O 0.19 -2.48 1.39 -0.634
H 0.80 -1.35 4.89 0.181
H 1.84 -1.49 3.45 0.210
H 0.67 -2.77 3.80 0.222
H -0.68 0.28 4.60 0.189
H -2.20 1.64 3.12 0.229
```

=====

No. 6
Here is a structure of composition C16H26HgN6O6S in a non-equilibrium geometry from the Open Molecules 2025 dataset. Energies are from wB97M-V/def2-TZVPD.

**M**: 631.08 Da
**HOMO-LUMO gap (alpha / beta)**: 5.76 / 5.21 eV
**LUMO (alpha / beta)**: -0.676 / -0.889 eV
**Strongest force on any atom**: 9.4 eV/A
**Charge**: 0

Geometry as XYZ:
```
56
Properties=species:S:1:pos:R:3:nbo_charge:R:1
O -0.39 -1.65 -5.38 -0.716
H 0.26 -1.80 -6.08 0.464
Hg 0.23 -0.88 -0.28 1.721
N -0.97 -1.63 1.06 -0.381
N -1.46 -0.63 -1.23 -0.331
N 1.79 -0.73 0.91 -0.308
N 1.43 0.07 -1.52 -0.272
O -0.64 -2.28 2.26 -0.616
O 1.95 -1.20 2.23 -0.543
O 1.16 0.56 -2.81 -0.546
O -1.68 0.23 -2.31 -0.603
C -2.61 -1.00 -0.48 0.130
C -2.35 -1.54 0.73 0.119
C 2.78 -0.10 0.41 0.228
C 2.54 0.43 -1.00 0.229
C -3.37 -2.03 1.76 -0.649
H -3.23 -1.51 2.70 0.236
H -3.23 -3.10 1.94 0.236
H -4.40 -1.89 1.45 0.214
C -3.98 -0.76 -1.11 -0.649
H -4.03 -1.23 -2.09 0.235
H -4.14 0.31 -1.24 0.236
H -4.81 -1.15 -0.52 0.212
C 4.12 0.20 1.11 -0.678
C 3.61 1.30 -1.67 -0.678
H 4.34 -0.53 1.89 0.258
H 4.10 1.18 1.56 0.245
H 4.96 0.15 0.41 0.230
H 3.20 1.94 -2.45 0.255
H 4.38 0.67 -2.13 0.242
H 4.10 1.97 -0.96 0.233
H 1.10 -1.62 2.43 0.516
H 0.39 0.02 -3.09 0.519
C -0.02 -2.39 -4.28 -0.258
H -0.82 -2.57 -3.57 0.203
H 0.95 -2.11 -3.88 0.153
H 0.17 -3.39 -4.65 0.157
O 0.89 -3.14 -0.27 -0.951
H 1.50 -2.38 -0.03 0.438
H 0.01 -2.92 0.18 0.484
N -0.34 2.68 -1.69 -0.804
C -0.38 2.46 -0.29 0.241
N -0.26 1.27 0.43 -0.629
C -0.39 1.64 1.77 0.086
C -0.36 0.82 2.91 -0.164
C -0.49 1.33 4.21 -0.220
C -0.66 2.70 4.41 -0.220
C -0.71 3.55 3.31 -0.233
C -0.58 3.00 2.03 -0.238
S -0.61 3.84 0.64 0.459
H -0.40 3.65 -2.04 0.396
H -0.39 1.99 -2.41 0.446
H -0.24 -0.20 2.85 0.216
H -0.45 0.66 5.06 0.219
H -0.75 3.10 5.41 0.215
H -0.84 4.62 3.44 0.216
```

=====

No. 7
Here is the molecule C4H5FO2 in a non-equilibrium geometry from the Open Molecules 2025 dataset. Energies are from wB97M-V/def2-TZVPD.

**M**: 104.08 Da
**HOMO-LUMO gap**: 10.47 eV
**Energy above the lowest of the compared OMol25 structures with the same formula, charge and spin**: 512.9 kJ/mol
**LUMO**: 0.914 eV
**Strongest force on any atom**: 1.1 eV/A
**Charge**: 0

Geometry as XYZ:
```
12
Properties=species:S:1:pos:R:3:nbo_charge:R:1
C -1.39 -0.46 -0.30 0.263
C 0.13 -0.66 -0.49 -0.019
C 1.79 0.28 0.59 0.200
C -0.37 0.31 0.50 -0.018
H -1.90 -1.40 -0.02 0.203
H 0.29 -1.65 -0.02 0.170
H 2.23 1.27 0.51 0.167
H 2.52 -0.45 0.99 0.167
H -0.40 1.29 0.04 0.179
O 1.39 -0.10 -0.77 -0.497
O 0.64 0.27 1.49 -0.497
F -2.21 0.32 -1.01 -0.318
```

=====

No. 8
Here is the ion C5H12N3 with charge +1 in a non-equilibrium geometry from the Open Molecules 2025 dataset. Energies are from wB97M-V/def2-TZVPD.

**M**: 114.17 Da
**HOMO-LUMO gap**: 9.29 eV
**Energy above the lowest of the compared OMol25 structures with the same formula, charge and spin**: 255.9 kJ/mol
**LUMO**: -4.551 eV
**Strongest force on any atom**: 2.1 eV/A
**Charge**: +1

Geometry as XYZ:
```
20
Properties=species:S:1:pos:R:3:nbo_charge:R:1
C 0.61 -2.59 0.89 -0.204
C 0.80 -1.33 0.48 0.005
C -1.28 0.22 -1.15 -0.427
C -0.72 2.11 0.27 -0.419
C -0.06 -0.16 0.93 -0.273
N 2.00 0.01 -0.89 -0.389
N 1.90 -1.11 -0.33 -0.068
N -0.31 0.78 -0.20 -0.403
H 1.29 -3.36 0.58 0.240
H -0.21 -2.87 1.53 0.220
H -2.26 0.15 -0.69 0.228
H -1.35 0.87 -2.03 0.238
H -0.96 -0.77 -1.47 0.233
H -1.65 2.04 0.83 0.227
H 0.05 2.54 0.90 0.233
H -0.87 2.76 -0.59 0.237
H 0.49 0.38 1.71 0.244
H -1.01 -0.51 1.35 0.241
H 2.86 0.06 -1.44 0.379
H 0.69 0.79 -0.67 0.458
```

=====

No. 9
Here is a structure of composition C3H4FeO3 in a non-equilibrium geometry from the Open Molecules 2025 dataset. Energies are from wB97M-V/def2-TZVPD.

**M**: 143.91 Da
**HOMO-LUMO gap (alpha / beta)**: 8.42 / 8.67 eV
**Energy above the lowest of the compared OMol25 structures with the same formula, charge and spin**: 118.4 kJ/mol
**LUMO (alpha / beta)**: -5.810 / -6.788 eV
**Strongest force on any atom**: 3.7 eV/A
**Charge**: +1
**Spin multiplicity**: 6

Geometry as XYZ:
```
11
Properties=species:S:1:pos:R:3:nbo_charge:R:1
C -0.82 0.59 -2.36 -0.314
C -1.57 0.37 -1.21 -0.391
H 0.15 1.11 -2.31 0.255
H -2.65 0.60 -1.29 0.255
H -1.29 0.45 -3.35 0.258
O 1.04 -0.98 0.85 -0.756
C 0.47 -0.07 1.52 0.964
O -0.64 0.41 1.15 -0.687
O 0.99 0.39 2.64 -0.664
Fe -0.55 -1.14 -0.34 1.558
H 1.79 0.90 2.44 0.520
```

=====

No. 10
Here is the molecule C5H7NO4 in a non-equilibrium geometry from the Open Molecules 2025 dataset. Energies are from wB97M-V/def2-TZVPD.

**M**: 145.11 Da
**HOMO-LUMO gap**: 10.93 eV
**Energy above the lowest of the compared OMol25 structures with the same formula, charge and spin**: 183.8 kJ/mol
**LUMO**: 0.048 eV
**Strongest force on any atom**: 4.2 eV/A
**Charge**: 0

Geometry as XYZ:
```
17
Properties=species:S:1:pos:R:3:nbo_charge:R:1
C 0.54 -1.53 0.44 -0.607
C -0.15 -0.59 -0.55 0.136
O -1.53 -0.40 -0.25 -0.725
C -0.83 1.57 0.21 0.792
O -1.46 2.46 -0.29 -0.499
C 0.39 0.87 -0.41 -0.019
O 1.48 0.94 0.46 -0.713
C -0.03 -1.12 -1.93 0.259
N 0.00 -1.57 -2.99 -0.279
H 0.48 -1.09 1.44 0.205
H 0.03 -2.49 0.46 0.238
H 1.60 -1.65 0.16 0.235
H 0.59 1.31 -1.40 0.227
H 2.22 1.39 0.06 0.500
O -1.19 1.23 1.70 -0.758
H -0.41 0.77 2.03 0.478
H -1.71 -0.11 0.86 0.527
```

=====

No. 11
Here is a structure of composition C9H13AlBrCl5F3Mg2NaO10S in a non-equilibrium geometry from the Open Molecules 2025 dataset. Energies are from wB97M-V/def2-TZVPD.

**M**: 726.01 Da
**HOMO-LUMO gap**: 1.75 eV
**LUMO**: -9.576 eV
**Strongest force on any atom**: 3.7 eV/A
**Charge**: +2

Geometry as XYZ:
```
46
Properties=species:S:1:pos:R:3:nbo_charge:R:1
C -0.23 1.22 -1.99 -0.366
O -1.61 1.33 -1.54 -0.532
C -1.71 1.87 -0.20 -0.107
C -1.73 0.73 0.90 -0.448
C -0.44 0.58 1.75 -0.696
C -0.33 1.68 2.93 0.647
O 0.22 1.32 4.06 -0.895
O -0.74 2.80 2.78 -0.513
H -0.06 0.24 -2.48 0.200
H 0.51 1.34 -1.17 0.194
H -0.10 2.02 -2.75 0.193
H -2.70 2.33 -0.16 0.279
H -0.94 2.64 -0.03 0.246
H -2.64 0.90 1.51 0.239
H -1.91 -0.27 0.37 0.072
H -0.51 -0.43 2.28 0.213
H 0.50 0.54 1.18 0.283
Mg 1.79 1.83 -3.63 0.562
C 0.51 -2.72 3.55 -0.290
O -0.55 -2.30 2.79 -0.835
H 0.34 -2.82 4.64 0.137
H 0.92 -3.71 3.31 0.235
H 1.42 -2.09 3.53 0.139
C -0.67 4.27 -7.08 -0.240
Cl 0.59 5.46 -6.78 0.124
Cl -2.11 5.06 -7.70 0.139
Cl -0.10 3.06 -8.21 0.110
Cl -1.08 3.49 -5.48 0.221
Mg -1.74 -0.11 3.61 1.582
C 3.61 -6.26 0.58 0.754
F 4.84 -5.77 0.65 -0.295
F 2.94 -5.57 -0.34 -0.291
F 3.70 -7.52 0.17 -0.285
S 2.75 -6.14 2.21 2.287
O 2.74 -4.75 2.54 -0.931
O 3.63 -6.98 3.15 -0.676
O 1.46 -6.71 2.01 -0.897
Br -1.34 1.05 -5.74 -0.083
Na -0.03 0.57 6.18 0.990
C -2.55 5.53 -1.03 0.924
O -3.37 4.68 -1.49 -0.754
O -1.22 5.12 -1.23 -0.759
O -2.74 6.58 -0.46 -0.618
H -1.49 4.30 -1.68 0.449
Al -0.63 -1.01 -0.41 0.953
Cl 2.81 -7.38 4.89 0.341
```

=====

No. 12
Here is a cluster of 2 separate species, C2HClN2O2 in total in a non-equilibrium geometry from the Open Molecules 2025 dataset. Energies are from wB97M-V/def2-TZVPD.

**M**: 120.50 Da
**HOMO-LUMO gap (alpha / beta)**: 7.92 / 8.67 eV
**Energy above the lowest of the compared OMol25 structures with the same formula, charge and spin**: 517.3 kJ/mol
**LUMO (alpha / beta)**: -1.446 / -1.651 eV
**Strongest force on any atom**: 3.0 eV/A
**Charge**: 0

Geometry as XYZ:
```
8
Properties=species:S:1:pos:R:3:nbo_charge:R:1
C 1.40 -1.00 0.25 0.159
C 0.92 0.28 0.43 -0.293
N 1.63 -2.11 0.01 -0.238
N -1.65 0.34 -0.52 0.538
O -2.05 0.22 0.56 -0.276
O -1.99 0.23 -1.63 -0.245
Cl 1.66 1.64 -0.23 0.106
H 0.07 0.41 1.13 0.249
```

=====

> What is the M in the eighth record?

114.17 Da